Density functional theory data (wB97M-V/def2-TZVPD) for the molecule C6H14 at a distorted geometry.

Cartesian coordinates (Å):
C 2.80 0.27 -0.24
C 1.40 -0.28 -0.49
C 0.33 0.48 0.31
C -1.02 -0.18 0.29
C -2.09 0.44 1.16
C -1.55 -0.55 -1.10
H 2.86 1.32 -0.56
H 3.56 -0.29 -0.79
H 3.05 0.23 0.82
H 1.18 -0.24 -1.57
H 1.36 -1.35 -0.21
H 0.28 1.52 -0.04
H 0.62 0.48 1.37
H -0.81 -1.24 0.84
H -3.03 -0.12 1.05
H -1.75 0.37 2.19
H -2.29 1.49 0.90
H -2.62 -0.41 -1.32
H -0.92 -0.41 -1.99
H -1.35 -1.52 -0.61

The calculation puts the LUMO energy at 1.21 eV. As for the HOMO energy: -9.66 eV. Its SMILES is CCCC(C)C. As for the relative energy (zero: lowest compared OMol25 entry of this formula, charge and spin): 39.6 kcal/mol. The calculation puts the orbital gap at 10.87 eV.

***

Density functional theory data (wB97M-V/def2-TZVPD) for a cluster of 2 separate species, C23H50IN4O5 in total.

Cartesian coordinates (Å):
C -0.84 -2.12 2.68
C 0.52 -1.66 2.16
C 0.46 -0.97 0.80
I -0.07 -2.49 -0.74
N 1.62 -0.28 0.37
C 1.48 1.18 0.47
C 0.54 1.78 -0.58
C 1.30 2.67 -1.57
C 1.92 1.86 -2.69
O 3.01 2.60 -3.24
C 2.90 -0.81 0.84
C 4.07 -0.42 -0.08
C 4.90 0.78 0.37
C 5.42 1.64 -0.80
O 5.21 3.03 -0.54
C 6.92 1.44 -1.07
N 7.79 1.78 0.04
O 4.97 -1.52 -0.19
C 4.56 -2.52 -1.11
C 5.25 -2.38 -2.46
O 6.10 -3.51 -2.63
N 6.81 -3.37 -3.90
O 6.62 -4.30 -4.57
H -1.42 -1.29 3.07
H -1.41 -2.61 1.89
H -0.71 -2.85 3.49
H 1.19 -2.52 2.11
H 0.97 -0.95 2.87
H -0.39 -0.29 0.77
H 1.18 1.47 1.49
H 2.47 1.61 0.32
H -0.27 2.35 -0.11
H 0.06 0.96 -1.13
H 2.11 3.20 -1.05
H 0.65 3.44 -1.99
H 2.29 0.90 -2.30
H 1.17 1.62 -3.45
H 3.06 2.46 -4.19
H 3.12 -0.52 1.88
H 2.84 -1.90 0.81
H 3.64 -0.22 -1.08
H 4.33 1.42 1.04
H 5.74 0.40 0.95
H 4.89 1.37 -1.72
H 4.53 3.36 -1.14
H 7.08 0.40 -1.35
H 7.18 2.06 -1.93
H 7.38 2.49 0.63
H 8.00 0.98 0.61
H 4.83 -3.49 -0.68
H 3.47 -2.51 -1.23
H 5.85 -1.46 -2.46
H 4.53 -2.34 -3.29
C -8.26 -1.08 -0.57
C -7.98 -1.33 0.91
C -7.12 -0.32 1.65
N -5.67 -0.16 1.22
C -4.95 0.50 2.39
C -3.53 0.92 2.06
C -3.48 1.82 0.84
C -4.16 1.15 -0.34
C -5.58 0.74 0.01
C -5.07 -1.49 0.94
H -7.41 -1.32 -1.21
H -9.08 -1.71 -0.90
H -8.55 -0.04 -0.76
H -7.60 -2.34 1.05
H -8.93 -1.30 1.45
H -7.07 -0.62 2.70
H -7.56 0.67 1.61
H -5.56 1.36 2.66
H -4.98 -0.22 3.21
H -3.14 1.42 2.95
H -2.89 0.04 1.91
H -2.44 2.07 0.60
H -3.98 2.77 1.07
H -3.58 0.28 -0.67
H -4.22 1.82 -1.19
H -6.06 0.21 -0.81
H -6.18 1.62 0.25
H -5.55 -1.91 0.06
H -5.23 -2.14 1.80
H -4.01 -1.38 0.75

The calculation puts the LUMO energy at -2.42 eV. As for the HOMO energy: -10.26 eV. The charge is +1. The calculation puts the orbital gap at 7.85 eV.

***

Density functional theory data (wB97M-V/def2-TZVPD) for the ion C4H6NO3P with charge -2 at a distorted geometry.

Cartesian coordinates (Å):
C -0.88 -0.04 0.14
C 1.09 -1.39 -0.52
C 1.87 -0.15 -0.26
C 1.17 1.12 0.54
N -0.19 0.92 0.41
O -3.10 -1.44 -0.46
O -3.22 0.37 1.32
O -3.14 0.99 -1.19
P -2.81 -0.07 -0.07
H 0.91 -1.95 0.38
H 0.56 -1.68 -1.36
H 2.70 -0.34 0.26
H 2.19 0.33 -1.19
H 1.38 1.12 1.67
H 1.50 2.21 0.34

The calculation puts the LUMO energy (spin up / spin down) at 6.21 / 5.87 eV. As for the multiplicity: 3. As for the HOMO energy (spin up / spin down): 2.60 / 0.77 eV. The charge is -2. The calculation puts the orbital gap (spin up / spin down) at 3.61 / 5.11 eV.